DFT (ωB97M-V with the def2-TZVPD basis set) results for a structure of composition C17H23N5O5PtS in a non-equilibrium geometry.

Each line ends with the Mulliken spin population.
Positions of all 52 atoms, in Å:
Pt 6.38824 11.39797 10.59403  1.4860
S 7.86686 11.42727 15.14928  0.0141
O 8.53332 11.51207 10.13128  0.1183
O 9.82689 10.93065 8.38381  0.0364
O 7.88933 15.04091 10.67992  0.0118
O 6.26667 12.26048 7.47632  0.0180
O 6.26541 13.52005 10.71878  0.0395
N 7.53783 8.90356 9.54991  -0.0050
N 7.25690 9.80226 13.23936  0.0001
N 6.35438 9.43939 9.95057  0.1214
N 7.10117 13.29156 13.29559  -0.0052
N 6.99750 11.05795 12.72309  0.1303
C 7.25893 14.18814 10.08444  0.0032
C 7.58490 12.23916 6.93236  -0.0111
C 5.44046 8.50076 9.84895  -0.0187
C 8.50365 6.81792 8.57852  -0.0003
C 7.70345 9.78630 14.43104  0.0064
C 7.39862 13.26777 5.80022  0.0015
C 9.00190 11.64072 8.96183  0.0031
C 3.99180 8.79860 10.22540  0.0323
C 7.24902 12.00030 13.59447  -0.0035
C 6.23455 13.62993 7.76803  0.0120
C 6.03237 7.33140 9.35893  0.0024
C 7.47680 13.89410 8.59453  0.0096
C 7.87988 8.48802 16.69152  0.0004
C 7.35106 7.61502 9.15384  0.0026
C 6.44549 14.26408 6.40869  0.0037
C 8.48410 12.82087 8.10704  0.0027
C 8.29834 8.56761 15.19363  -0.0003
H 6.86627 15.28844 6.43900  -0.0003
H 8.94002 7.52166 7.82595  0.0003
H 3.62125 9.58054 9.61407  -0.0054
H 9.39105 13.18841 7.67632  -0.0017
H 8.32653 13.73973 5.47049  0.0001
H 5.54059 6.38616 9.14198  0.0013
H 9.29596 6.67417 9.28252  0.0001
H 5.50886 14.27513 5.89021  -0.0003
H 8.39048 9.24342 17.33695  0.0000
H 8.35311 9.47897 9.58534  -0.0040
H 3.29380 7.96303 10.17656  0.0025
H 8.07146 7.72995 14.53060  -0.0001
H 9.35287 8.77332 15.24346  0.0001
H 7.92364 14.81312 8.28427  -0.0020
H 3.92028 9.19531 11.25331  -0.0021
H 6.81038 8.61008 16.75809  -0.0001
H 7.24057 14.07447 13.95114  0.0000
H 7.87453 11.15282 6.70315  0.0011
H 8.19322 7.51389 17.07393  0.0002
H 8.09776 5.93464 8.06520  0.0001
H 5.31818 13.91112 8.25339  -0.0034
H 6.83818 13.56416 12.31737  0.0017
H 6.94198 12.80288 4.91571  0.0001

Forces on atoms 1 to 3 (eV/Å):
0.143 0.926 -0.398
-0.554 -0.493 -1.214
-0.094 -0.928 1.290

Calculated values
Spin multiplicity = 3
Orbital gap (alpha / beta) = 8.8 / 7.8 eV
Relative energy (zero: lowest compared OMol25 entry of this formula, charge and spin) = 64.6 kJ/mol